Below is a structure of composition C24H37CuGe2PSe2Te2, with properties calculated with ωB97M-V/def2-TZVPD.

```
! wB97M-V def2-TZVPD RIJCOSX def2/J DEFGRID3
* xyz 0 2
Cu 0.0716 0.1138 -0.1249
C 4.7525 -0.8939 -0.4178
C 3.3783 -0.4626 -0.9325
Ge 2.3629 0.5894 0.4086
C 2.6056 2.5101 0.0242
C 4.0839 2.9013 0.0157
C 3.0630 0.2302 2.1910
C 2.1135 0.0014 3.1073
Ge 0.3035 0.1883 2.3076
C -0.5066 1.9673 2.6212
C -0.9096 2.3467 4.0446
C -0.9030 -1.2892 2.8311
C -0.5520 -2.0215 4.1256
C 2.4207 -0.3062 4.5224
C 1.5913 0.1190 5.5580
C 1.9004 -0.1527 6.8820
C 3.0391 -0.8798 7.1956
C 3.8611 -1.3364 6.1737
C 3.5543 -1.0542 4.8523
H 5.3092 -1.4445 -1.1795
H 4.6629 -1.5389 0.4594
H 5.3567 -0.0322 -0.1244
H 2.8004 -1.3332 -1.2345
H 3.4786 0.1683 -1.8195
H 2.0632 3.0765 0.7836
H 2.1396 2.7318 -0.9384
H 4.5564 2.6859 0.9772
H 4.2164 3.9672 -0.1836
H 4.6354 2.3559 -0.7545
H 4.1190 0.2507 2.4615
H -1.3860 1.9714 1.9719
H 0.1844 2.7081 2.2138
H -1.5249 1.5739 4.5134
H -1.4947 3.2692 4.0425
H -0.0404 2.5216 4.6798
H -0.9067 -1.9928 1.9990
H -1.9091 -0.8654 2.8723
H 0.4819 -2.3735 4.1252
H -1.1996 -2.8923 4.2553
H -0.6741 -1.3849 5.0029
H 0.6914 0.6716 5.3218
H 1.2454 0.1986 7.6695
H 3.2792 -1.1007 8.2278
H 4.7412 -1.9229 6.4065
H 4.1870 -1.4352 4.0597
Se -2.3244 -0.0718 -0.1311
Te -2.8681 2.1233 -1.1056
Te -1.2005 2.1276 -3.2415
Se 0.5769 0.6911 -2.4799
C 0.7217 -3.3995 -1.9953
P 0.2139 -2.9117 -0.2968
C 1.7099 -3.3808 0.6722
C -0.9158 -4.2805 0.1522
C -0.5210 -5.6180 0.1681
C -1.4139 -6.6122 0.5340
C -2.7172 -6.2818 0.8863
C -3.1239 -4.9571 0.8677
C -2.2264 -3.9618 0.5007
H 1.1515 -4.4029 -2.0255
H 1.4469 -2.6853 -2.3815
H -0.1536 -3.3650 -2.6449
H 2.1343 -4.3356 0.3555
H 1.4459 -3.4443 1.7295
H 2.4677 -2.6044 0.5657
H 0.4938 -5.8879 -0.1030
H -1.0951 -7.6470 0.5455
H -3.4139 -7.0596 1.1726
H -4.1397 -4.6954 1.1361
H -2.5477 -2.9269 0.4764
*
```

The value obtained for the LUMO energy (spin up / spin down) is -0.458 / -2.251 eV. The value obtained for the frontier orbital gap (spin up / spin down) is 6.9 / 5.0 eV.


Below is a structure of composition C24H37N10O3SW, with properties calculated with ωB97M-V/def2-TZVPD.

```
! wB97M-V def2-TZVPD RIJCOSX def2/J DEFGRID3
* xyz 3 1
W -0.7433 -1.3402 -0.4585
C -2.4640 -1.8439 3.6568
C -2.2130 -1.6596 2.2058
N -1.0525 -1.7173 1.6311
N 0.0541 -2.0014 2.4005
C 1.0921 -2.0476 1.6432
O 0.8715 -1.8460 0.2991
C 2.4501 -2.2900 2.0721
C 2.7261 -2.3838 3.4418
C 4.0216 -2.6155 3.8592
C 5.0402 -2.7545 2.9216
C 4.7691 -2.6624 1.5606
C 3.4763 -2.4293 1.1308
C -3.2739 -1.3780 1.2464
C -4.6129 -1.2275 1.5765
C -5.5251 -0.9218 0.5823
C -5.0702 -0.7738 -0.7229
C -3.7283 -0.9456 -0.9905
N -2.8367 -1.2522 -0.0312
H -1.5512 -2.1051 4.1797
H -2.8626 -0.9169 4.0771
H -3.2132 -2.6212 3.8196
H 1.9270 -2.2710 4.1615
H 4.2437 -2.6883 4.9148
H 6.0532 -2.9376 3.2546
H 5.5673 -2.7781 0.8406
H 3.2604 -2.3672 0.0722
H -4.9272 -1.3391 2.6048
H -6.5725 -0.7921 0.8188
H -5.7458 -0.5237 -1.5288
H -3.3464 -0.8217 -1.9975
N -1.2879 -4.4480 0.0378
N -1.8891 -4.8293 -1.1676
C -1.7764 -4.0637 -2.2487
N -2.1279 -4.5201 -3.4297
N -1.3048 -2.7887 -2.0290
N -0.7306 -2.0920 -3.0351
O -0.7103 -2.3497 -4.1881
O -0.2271 -1.0250 -2.5221
H -0.5252 -5.0872 0.2478
H -1.9751 -4.5079 0.7817
H -2.2923 -5.7548 -1.2600
H -2.3841 -5.4901 -3.5586
H -2.0509 -3.9518 -4.2604
C 1.4471 4.0309 1.3602
C 2.4269 3.0595 2.0092
C 3.1735 2.1397 1.0448
C 2.3002 1.1293 0.3078
N 1.6434 1.7152 -0.8752
C 0.3683 1.7165 -1.1922
S -0.8558 0.9407 -0.1403
N -0.0860 2.3389 -2.2592
C 0.7361 3.1313 -3.1932
C 1.1178 4.5123 -2.6576
C 0.0157 5.5635 -2.7743
C -1.2754 5.2298 -2.0336
H 1.0409 4.7173 2.1017
H 0.5947 3.5235 0.8989
H 1.9413 4.6362 0.5968
H 1.9060 2.4458 2.7511
H 3.1711 3.6312 2.5652
H 3.9137 1.5633 1.6035
H 3.7450 2.7271 0.3174
H 1.5233 0.7501 0.9703
H 2.8994 0.2861 -0.0395
H 2.2554 2.2662 -1.4657
H -1.0879 2.3787 -2.3632
H 0.1557 3.2199 -4.1108
H 1.6160 2.5329 -3.4430
H 1.9917 4.8465 -3.2203
H 1.4343 4.4261 -1.6126
H -0.1999 5.7375 -3.8314
H 0.4137 6.5040 -2.3914
H -1.8336 4.4218 -2.5175
H -1.9418 6.0906 -2.0211
H -1.0829 4.9485 -0.9944
*
```

The value obtained for the LUMO energy is -9.865 eV. For the energy above the lowest of the compared OMol25 structures with the same formula, charge and spin, the calculation gives 0.048 eV. The value obtained for the frontier orbital gap is 6.4 eV.


Below is a structure of composition C24H37N4SiTl, with properties calculated with ωB97M-V/def2-TZVPD.

```
! wB97M-V def2-TZVPD RIJCOSX def2/J DEFGRID3
* xyz 0 1
Tl 0.3980 -0.4782 0.2356
C -2.1395 -0.4274 -0.2802
Si -2.3113 0.4341 -1.9200
C -1.1083 1.9579 -1.9123
N 0.2487 1.5932 -1.4848
C 1.0036 1.0064 -2.5895
C 1.3843 1.9837 -3.7221
C 1.6667 3.3858 -3.1675
C 2.1431 3.2479 -1.7279
C 0.9989 2.7098 -0.8681
C -1.8675 -0.7511 -3.3400
C -1.0856 -1.8729 -3.0944
C -0.8412 -2.8110 -4.0786
C -1.3794 -2.6421 -5.3443
C -2.1559 -1.5275 -5.6123
C -2.3947 -0.5954 -4.6173
C -4.0312 1.1044 -2.3722
C -5.1007 0.2171 -2.3116
C -6.4042 0.6377 -2.4862
C -6.6711 1.9739 -2.7313
C -5.6239 2.8746 -2.7982
C -4.3215 2.4416 -2.6150
H -2.5286 -1.4486 -0.3690
H -2.7826 0.0526 0.4666
H -1.5114 2.6513 -1.1732
H -1.0826 2.4898 -2.8692
H 0.4129 0.1905 -3.0047
H 1.9171 0.5762 -2.1636
H 0.5951 2.0168 -4.4749
H 2.2813 1.5951 -4.2108
H 0.7611 3.9968 -3.1825
H 2.4149 3.8968 -3.7774
H 2.4729 4.2081 -1.3316
H 2.9939 2.5661 -1.6942
H 0.3031 3.5256 -0.6580
H 1.3961 2.3651 0.0944
H -0.6692 -2.0162 -2.1025
H -0.2420 -3.6845 -3.8617
H -1.2024 -3.3786 -6.1147
H -2.5851 -1.3948 -6.5955
H -3.0127 0.2650 -4.8341
H -4.8968 -0.8258 -2.1148
H -7.2183 -0.0727 -2.4255
H -7.6900 2.3103 -2.8712
H -5.8249 3.9204 -2.9912
H -3.5179 3.1629 -2.6673
C 1.7704 0.5878 3.4517
N 1.0680 1.8357 3.6429
C 1.9636 2.9362 3.9298
C -0.0599 2.0537 2.8838
N -0.3628 1.2436 1.9397
N -0.7900 3.1738 3.2294
C -1.0499 3.4639 4.6240
C -1.8510 3.6094 2.3502
H 2.3791 0.3954 4.3374
H 2.4255 0.6163 2.5710
H 1.0453 -0.2137 3.3256
H 2.7417 3.0075 3.1608
H 2.4502 2.7674 4.8917
H 1.4235 3.8744 3.9597
H -1.2842 1.3814 1.5441
H -0.3152 2.9801 5.2581
H -2.0433 3.1035 4.9122
H -1.0187 4.5416 4.7915
H -1.5311 3.5287 1.3148
H -2.0593 4.6562 2.5719
H -2.7788 3.0415 2.4808
*
```

The value obtained for the LUMO energy is 0.472 eV. The value obtained for the frontier orbital gap is 7.0 eV.


Below is a structure of composition C24H38BN8Pt, with properties calculated with ωB97M-V/def2-TZVPD.

```
! wB97M-V def2-TZVPD RIJCOSX def2/J DEFGRID3
* xyz 1 1
Pt -0.1474 0.2580 -0.6024
C -0.4324 -0.0639 -3.0569
C -1.8950 0.3566 -3.2396
C -2.0266 1.8603 -3.4799
C -2.6843 -0.1040 -2.0525
C -3.9558 -0.6499 -1.8862
C -4.0212 -1.0046 -0.5493
N -2.8647 -0.6905 0.0476
N -2.0679 -0.1204 -0.8697
B -2.2385 -1.2293 1.3675
N -1.4472 -0.0464 2.0037
C -1.5954 0.4847 3.2192
C -0.7686 1.5837 3.3367
C -0.1318 1.7007 2.1006
N -0.5466 0.6950 1.3186
C 0.7802 2.7947 1.6340
C -0.0097 4.0988 1.4936
C 1.9658 2.9626 2.5834
N -1.3071 -2.3956 1.0367
C -1.2189 -3.5829 1.6682
C -0.1807 -4.2912 1.1096
C 0.3280 -3.4425 0.1096
N -0.3583 -2.3081 0.0715
C 1.4686 -3.6738 -0.8364
C 2.7612 -3.9661 -0.0741
C 1.1505 -4.7969 -1.8243
H 0.1646 0.1328 -3.9492
H -0.3079 -1.1119 -2.7869
H 0.1274 0.6850 -2.3753
H -2.2724 -0.1774 -4.1151
H -1.6640 2.4167 -2.6126
H -3.0672 2.1343 -3.6471
H -1.4501 2.1645 -4.3542
H -4.7208 -0.7755 -2.6319
H -4.8078 -1.4798 0.0122
H -3.0982 -1.5739 2.1232
H -2.2791 0.0381 3.9214
H -0.6585 2.2301 4.1893
H 1.1494 2.5189 0.6467
H -0.4117 4.4149 2.4575
H -0.8448 3.9797 0.8020
H 0.6353 4.8946 1.1191
H 1.6293 3.2463 3.5816
H 2.6298 3.7519 2.2268
H 2.5381 2.0373 2.6751
H -1.8979 -3.8346 2.4661
H 0.1541 -5.2788 1.3771
H 1.5966 -2.7399 -1.3965
H 2.6814 -4.8984 0.4876
H 2.9852 -3.1712 0.6406
H 3.6007 -4.0694 -0.7647
H 0.9977 -5.7393 -1.2952
H 1.9692 -4.9384 -2.5316
H 0.2410 -4.5804 -2.3858
N 1.8372 0.4973 -0.3806
C 2.9668 0.5141 -0.1472
N 4.2514 0.5238 0.0563
C 5.0001 -0.7513 0.0639
C 6.3888 -0.5225 -0.5085
C 7.0994 0.6174 0.2170
C 6.2718 1.8987 0.1508
C 4.8841 1.6776 0.7281
H 4.4359 -1.4771 -0.5194
H 5.0605 -1.1122 1.0957
H 6.3031 -0.2898 -1.5730
H 6.9555 -1.4505 -0.4228
H 8.0829 0.7840 -0.2214
H 7.2625 0.3409 1.2638
H 6.1800 2.2298 -0.8867
H 6.7552 2.7024 0.7076
H 4.2400 2.5443 0.5871
H 4.9424 1.4664 1.8010
*
```

The value obtained for the LUMO energy is -2.456 eV. For the energy above the lowest of the compared OMol25 structures with the same formula, charge and spin, the calculation gives 0.034 eV. The value obtained for the frontier orbital gap is 8.8 eV.


Below is a structure of composition C24H38Cl5IrN3O2S2Sb in a non-equilibrium geometry, with properties calculated with ωB97M-V/def2-TZVPD.

```
! wB97M-V def2-TZVPD RIJCOSX def2/J DEFGRID3
* xyz 3 2
Ir 0.0675 0.5227 -0.0223
Cl 5.9515 -3.6493 0.1111
C 4.3924 -3.0784 0.2363
C 4.1270 -1.6852 0.0141
Cl 5.3936 -0.6190 -0.3446
C 2.8496 -1.2421 0.1094
Cl 2.5091 0.4340 -0.1114
C 1.7342 -2.0815 0.4151
O 0.5583 -1.6290 0.4313
C 2.0477 -3.4681 0.7101
Cl 0.8072 -4.4916 1.2423
C 3.3320 -3.9514 0.5981
Cl 3.6707 -5.5831 0.9069
S 0.1748 2.8923 0.1112
C -0.4898 3.3630 1.6131
N -0.9507 4.5680 1.8186
C -1.5993 4.8098 3.1189
C -0.9935 3.7882 4.0709
S -0.5692 2.3583 3.0078
H -0.9177 5.2801 1.1004
H -2.6731 4.6605 3.0080
H -1.4200 5.8267 3.4562
H -1.6838 3.4772 4.8495
H -0.0694 4.1409 4.5220
C -2.8671 -4.9737 -0.7076
C -1.9361 -3.8492 -1.1363
C -1.7602 -3.6673 -2.6373
Sb -2.6185 -1.9297 -0.2573
C -4.4518 -1.3521 -1.3573
C -5.2302 -2.5689 -1.8306
C -5.2635 -0.4082 -0.4681
C -3.1574 -2.1685 1.8903
C -2.0237 -2.8554 2.6341
C -4.4863 -2.9057 1.9999
H -2.4093 -5.9271 -0.9931
H -3.8395 -4.9240 -1.1965
H -3.0117 -5.0078 0.3735
H -0.9726 -3.9337 -0.6417
H -2.7083 -3.5215 -3.1536
H -1.3053 -4.5698 -3.0563
H -1.0984 -2.8303 -2.8707
H -4.0242 -0.8010 -2.1979
H -5.5716 -3.1891 -1.0002
H -4.6733 -3.1829 -2.5343
H -6.1238 -2.2200 -2.3577
H -5.8594 -0.9529 0.2614
H -5.9657 0.1576 -1.0893
H -4.6306 0.3097 0.0565
H -3.2523 -1.1266 2.2006
H -1.9767 -3.9167 2.3855
H -2.2050 -2.7784 3.7104
H -1.0534 -2.4030 2.4280
H -4.4020 -3.9521 1.7041
H -5.2858 -2.4427 1.4266
H -4.7992 -2.8907 3.0492
C -3.5692 2.8376 0.0120
N -3.1369 2.6110 -1.3664
C -3.7982 3.3837 -2.4248
C -2.7567 3.8155 -3.4354
C -2.0901 2.5728 -3.9805
N -1.7241 1.6212 -2.9088
C -0.8138 0.5526 -3.3148
C -2.2250 1.6837 -1.6698
O -1.8843 0.8390 -0.7412
H -3.5604 3.9100 0.2118
H -2.9000 2.3319 0.7000
H -4.5826 2.4676 0.1768
H -4.2966 4.2328 -1.9679
H -4.5608 2.7666 -2.9079
H -2.0269 4.4677 -2.9504
H -3.2151 4.3677 -4.2531
H -1.1818 2.8335 -4.5215
H -2.7552 2.0689 -4.6857
H -0.2358 0.8883 -4.1716
H -1.3538 -0.3568 -3.5910
H -0.1145 0.3020 -2.5252
*
```

The value obtained for the LUMO energy (spin up / spin down) is -11.191 / -11.177 eV. For the energy above the lowest of the compared OMol25 structures with the same formula, charge and spin, the calculation gives 2.364 eV. The value obtained for the frontier orbital gap (spin up / spin down) is 4.5 / 4.6 eV.


Below is a cluster of 7 separate species, C24H38N2O20 in total in a non-equilibrium geometry, with properties calculated with ωB97M-V/def2-TZVPD.

```
! wB97M-V def2-TZVPD RIJCOSX def2/J DEFGRID3
* xyz 0 1
N -0.0207 -3.2020 -0.0807
C -0.6725 -2.1823 -0.9258
C -2.0116 -1.7656 -0.2986
C -2.2846 -0.2447 -0.1777
O -3.5097 0.1208 -0.8630
C -4.6554 0.0734 -0.1271
O -5.3150 1.0798 0.0281
C -5.1383 -1.2563 0.3832
C -5.9957 -1.9256 -0.7076
N -6.0443 -3.3791 -0.4936
H 0.0011 -2.8282 0.8608
H 0.9315 -3.3488 -0.3912
H -0.0258 -1.3277 -1.1146
H -0.9083 -2.6669 -1.8786
H -2.0870 -2.2089 0.6957
H -2.8166 -2.1798 -0.9015
H -2.3185 0.0756 0.8641
H -1.5089 0.3304 -0.6733
H -5.7126 -1.0859 1.2922
H -4.3404 -1.9515 0.6302
H -5.5437 -1.7439 -1.6835
H -6.9917 -1.4745 -0.6764
H -6.7306 -3.5962 0.2191
H -6.3602 -3.8283 -1.3441
O -3.2230 -2.9551 3.0509
C -3.8755 -2.3614 3.8421
O -5.1666 -1.9885 3.6541
C -5.6791 -1.4909 4.8934
C -4.4151 -1.0698 5.6164
O -3.4379 -1.9509 5.0565
H -6.3685 -0.6707 4.7119
H -6.2043 -2.2992 5.4049
H -4.1296 -0.0410 5.3905
H -4.4662 -1.2013 6.6938
O -0.1322 -6.5612 -5.7511
C -0.2093 -6.3970 -4.5776
O 0.8229 -6.0270 -3.7832
C 0.2995 -5.7057 -2.4856
C -0.9937 -6.4896 -2.4569
O -1.3382 -6.5502 -3.8485
H 1.0005 -6.0006 -1.7094
H 0.1348 -4.6297 -2.4269
H -0.8588 -7.5067 -2.0855
H -1.7806 -6.0002 -1.8901
O 0.7948 0.4835 0.0139
C 1.8207 0.9867 -0.3156
O 2.2166 2.2246 0.0426
C 3.5842 2.4024 -0.3603
C 3.7127 1.3929 -1.4813
O 2.7454 0.4000 -1.1119
H 3.7571 3.4259 -0.6735
H 4.2345 2.1725 0.4822
H 3.4334 1.8065 -2.4520
H 4.7030 0.9509 -1.5498
O 3.1898 -4.3385 -0.0176
C 3.6079 -3.9557 -1.0604
O 4.8083 -4.2904 -1.5847
C 4.8550 -3.8269 -2.9387
C 3.8381 -2.7024 -2.9265
O 2.9420 -3.1190 -1.8938
H 5.8611 -3.5012 -3.1883
H 4.5635 -4.6442 -3.6000
H 4.2750 -1.7430 -2.6435
H 3.3023 -2.5924 -3.8653
O 5.8672 4.2033 0.4632
C 5.3815 4.8256 1.3562
O 5.5846 4.5678 2.6638
C 5.0175 5.6464 3.4252
C 3.9783 6.2013 2.4745
O 4.5399 5.8653 1.1926
H 4.6003 5.2701 4.3548
H 5.8071 6.3653 3.6490
H 3.0169 5.6942 2.5769
H 3.8238 7.2709 2.5569
O 2.6047 8.6269 1.7394
C 1.8992 8.3995 0.8078
O 2.0894 8.8785 -0.4369
C 1.1926 8.1966 -1.3230
C 0.0963 7.7415 -0.3793
O 0.8046 7.6119 0.8598
H 0.8466 8.8729 -2.0992
H 1.7242 7.3610 -1.7805
H -0.6875 8.4900 -0.2562
H -0.3523 6.7919 -0.6562
*
```

Its SMILES is NCCCOC(=O)CCN.O=C1OCCO1.O=C1OCCO1.O=C1OCCO1.O=C1OCCO1.O=C1OCCO1.O=C1OCCO1. The value obtained for the LUMO energy is 0.243 eV. For the energy above the lowest of the compared OMol25 structures with the same formula, charge and spin, the calculation gives 0.114 eV. The value obtained for the frontier orbital gap is 8.9 eV.


Short version: calculated total energy = -12411.308921; -2174.360636; -1617.688725; -1519.426644; -4692.914154; -2551.670131 hartree, in the order given.